Record 1
{"formula": "HNO2PS", "method": "wB97M-V/def2-TZVPD", "orbital_gap_ev": [6.491, 6.489], "relative_energy_kcal_mol": 14.7, "total_charge": -1, "fmax_ha_per_bohr": 0.0469, "e_lumo_ev": [3.6, 3.6], "energy_ha": -945.416855, "species": ["N", "O", "O", "P", "S", "H"], "coordinates": [[-0.634, -1.680, 0.588], [1.955, -0.943, 0.232], [-2.601, -3.250, 0.874], [0.608, -0.555, 0.784], [-1.139, -3.064, 0.995], [-0.050, 0.312, -0.173]], "lowdin_charge": [-0.6510, -0.6544, -0.6457, 0.3796, 0.6789, -0.1074]}


Record 2
{"formula": "HNO2S", "method": "wB97M-V/def2-TZVPD", "orbital_gap_ev": [9.529, 6.721], "relative_energy_kcal_mol": 86.5, "fmax_ha_per_bohr": 0.0307, "e_lumo_ev": [-0.9, -2.0], "energy_ha": -603.822542, "species": ["N", "O", "O", "S", "H"], "coordinates": [[-0.597, 0.803, -0.277], [0.077, 1.674, 0.092], [1.097, -1.187, 1.056], [-1.810, 0.376, -1.125], [1.233, -1.666, 0.253]], "lowdin_charge": [-0.7153, 0.0207, 0.0001, 0.7162, -0.0217]}


Record 3
{"formula": "HNO2S2", "method": "wB97M-V/def2-TZVPD", "orbital_gap_ev": 9.332, "relative_energy_kcal_mol": 9.5, "fmax_ha_per_bohr": 0.0593, "e_lumo_ev": -0.7, "energy_ha": -1002.113762, "species": ["O", "S", "O", "N", "S", "H"], "coordinates": [[-1.098, 1.352, 0.768], [-0.050, 0.596, 0.254], [1.053, 1.121, -0.472], [-0.539, -0.817, -0.461], [0.375, -1.197, 1.002], [0.258, -1.055, -1.090]], "lowdin_charge": [-0.2737, 0.3209, -0.3268, -0.4403, 0.6825, 0.0374]}


Record 4
{"formula": "HNO2S2", "method": "wB97M-V/def2-TZVPD", "orbital_gap_ev": [7.024, 7.293], "relative_energy_kcal_mol": 70.8, "fmax_ha_per_bohr": 0.0900, "multiplicity": 3, "e_lumo_ev": [-0.4, -3.6], "energy_ha": -1001.997596, "species": ["N", "O", "O", "S", "S", "H"], "coordinates": [[0.704, 0.483, 0.483], [-1.171, -0.288, 2.129], [-1.368, -0.588, -0.350], [0.824, 0.910, -1.397], [-0.618, -0.262, 0.785], [1.629, -0.255, -1.649]], "mulliken_spin": [0.2562, 0.0800, 0.0082, 1.4683, 0.2036, -0.0163]}


Record 5
{"formula": "HNO3P2", "method": "wB97M-V/def2-TZVPD", "orbital_gap_ev": [7.915, 5.937], "relative_energy_kcal_mol": 65.2, "fmax_ha_per_bohr": 0.1217, "multiplicity": 3, "e_lumo_ev": [-0.2, -2.8], "energy_ha": -963.566005, "species": ["N", "O", "O", "O", "P", "P", "H"], "coordinates": [[-0.572, 0.168, 0.097], [-1.293, 0.988, 1.091], [0.354, -0.574, 0.644], [2.204, -0.353, -1.344], [1.140, -1.293, -1.017], [-0.720, -0.012, -1.610], [-1.112, 1.075, 2.140]], "mulliken_spin": [0.5638, 0.0547, 0.3418, 0.0849, 0.0073, 0.9490, -0.0015]}


Record 6
{"formula": "HNO4", "method": "wB97M-V/def2-TZVPD", "orbital_gap_ev": 11.526, "relative_energy_kcal_mol": 0.0, "fmax_ha_per_bohr": 0.0773, "e_lumo_ev": 0.1, "energy_ha": -356.073342, "species": ["O", "N", "O", "O", "O", "H"], "coordinates": [[1.225, 0.678, 0.222], [0.094, 0.747, 0.575], [-0.507, 1.344, 1.348], [-0.830, -0.416, 0.095], [-0.074, -1.322, -0.627], [0.092, -1.031, -1.612]], "lowdin_charge": [0.1462, -0.3828, 0.1818, -0.0532, -0.0559, 0.1639]}


Record 7
{"formula": "HO", "method": "wB97M-V/def2-TZVPD", "orbital_gap_ev": 8.358, "relative_energy_kcal_mol": 0.1, "total_charge": -1, "fmax_ha_per_bohr": 0.0090, "e_lumo_ev": 6.6, "energy_ha": -75.806300, "species": ["O", "H"], "coordinates": [[-0.181, 0.072, -0.447], [0.181, -0.072, 0.447]], "lowdin_charge": [-0.7503, -0.2497]}


Record 8
{"formula": "HO2S2", "method": "wB97M-V/def2-TZVPD", "orbital_gap_ev": 7.846, "relative_energy_kcal_mol": 59.8, "total_charge": -1, "fmax_ha_per_bohr": 0.1252, "e_lumo_ev": 3.6, "energy_ha": -947.398605, "species": ["O", "S", "O", "S", "H"], "coordinates": [[-0.002, -0.286, -1.512], [-0.001, -0.008, -0.105], [-0.046, -1.613, 0.891], [1.479, 1.149, 0.551], [-1.430, 0.758, 0.176]], "lowdin_charge": [-0.5651, 0.1761, -0.6674, -0.0019, 0.0582]}


Record 9
{"formula": "HO3S3", "method": "wB97M-V/def2-TZVPD", "orbital_gap_ev": [4.516, 6.519], "relative_energy_kcal_mol": 4.2, "total_charge": -1, "fmax_ha_per_bohr": 0.0678, "multiplicity": 3, "e_lumo_ev": [3.3, 1.8], "energy_ha": -1420.861223, "species": ["O", "O", "O", "S", "S", "S", "H"], "coordinates": [[-0.053, 1.280, 0.339], [2.035, -2.683, 0.623], [0.062, -1.813, -0.532], [1.530, 0.632, 0.680], [2.805, 1.402, -0.565], [1.520, -1.734, -0.354], [-0.581, 0.521, 0.062]], "mulliken_spin": [0.0326, 0.1858, 0.1530, 0.5400, 0.4454, 0.6443, -0.0012]}


Record 10
{"formula": "HOS3", "method": "wB97M-V/def2-TZVPD", "orbital_gap_ev": [5.254, 5.254], "relative_energy_kcal_mol": 17.7, "total_charge": -1, "fmax_ha_per_bohr": 0.0900, "e_lumo_ev": [2.1, 2.1], "energy_ha": -1270.412322, "species": ["O", "S", "S", "S", "H"], "coordinates": [[2.616, 1.531, 0.130], [3.237, -1.271, 0.240], [-0.503, -0.720, -0.842], [2.703, 0.317, -0.701], [-0.094, 0.425, -0.876]], "lowdin_charge": [-0.6334, 0.0715, -0.1179, 0.2792, -0.5994]}


Record 11
{"formula": "HOSn", "method": "wB97M-V/def2-TZVPD", "orbital_gap_ev": 2.848, "relative_energy_kcal_mol": 117.4, "total_charge": 1, "fmax_ha_per_bohr": 0.0140, "e_lumo_ev": -9.0, "energy_ha": -289.548428, "species": ["Sn", "O", "H"], "coordinates": [[-2.297, 1.434, -2.422], [0.888, -0.458, 0.890], [1.409, -0.976, 1.533]], "lowdin_charge": [1.2724, -0.2334, -0.0390]}


Record 12
{"formula": "HPS5", "method": "wB97M-V/def2-TZVPD", "orbital_gap_ev": [6.831, 6.224], "relative_energy_kcal_mol": 50.9, "fmax_ha_per_bohr": 0.0366, "e_lumo_ev": [-1.6, -1.9], "energy_ha": -2332.844774, "species": ["P", "S", "S", "S", "S", "S", "H"], "coordinates": [[-0.129, 0.431, -0.755], [-3.848, -2.408, 0.011], [-0.809, 2.189, -0.023], [-3.096, -0.712, -0.588], [-2.891, 2.386, -0.295], [-3.632, 0.796, 0.774], [0.993, 0.117, 0.084]], "lowdin_charge": [0.3237, 0.0615, -0.0561, -0.1690, -0.0014, 0.0196, -0.1783]}